{"formula": "C37H71N3O4", "method": "wB97M-V/def2-TZVPD", "charge": 0, "e_lumo_ev": -1.52, "e_above_lowest_kj_mol": 888.36, "max_force_ev_per_a": 8.328, "gap_ev": 6.6, "species": ["C", "O", "C", "C", "C", "C", "C", "C", "C", "C", "C", "C", "C", "C", "C", "C", "O", "C", "C", "C", "C", "C", "C", "N", "C", "C", "C", "O", "C", "O", "H", "H", "H", "H", "H", "H", "H", "H", "H", "H", "H", "H", "H", "H", "H", "H", "H", "H", "H", "H", "H", "H", "H", "H", "H", "H", "H", "H", "H", "H", "H", "H", "H", "H", "H", "H", "H", "H", "H", "H", "H", "C", "C", "N", "C", "C", "C", "C", "H", "H", "H", "H", "H", "H", "H", "H", "H", "H", "H", "H", "H", "H", "H", "C", "C", "N", "C", "C", "C", "C", "H", "H", "H", "H", "H", "H", "H", "H", "H", "H", "H", "H", "H", "H", "H"], "xyz": [[-3.22265, 3.89403, 7.25841], [-2.16064, 4.31283, 6.31014], [-2.28220, 5.74033, 5.95927], [-3.63048, 6.08646, 5.06839], [-3.96691, 4.95681, 3.91813], [-3.18998, 5.30477, 2.49217], [-3.55905, 4.15987, 1.35064], [-2.95025, 4.56905, -0.13644], [-3.86005, 3.97781, -1.39053], [-2.96660, 2.92411, -2.32869], [-2.68231, 3.69464, -3.75895], [-2.12125, 2.66046, -4.94798], [-0.50913, 2.50885, -4.67082], [0.26762, 1.45190, -5.65324], [0.12177, -0.03098, -5.47489], [0.95641, -1.09472, -6.44668], [0.67278, -2.39812, -6.52707], [2.24817, -0.49571, -7.32378], [2.42406, 0.96824, -7.53019], [3.65455, 1.70583, -8.32237], [4.33400, 0.82881, -9.52877], [5.92567, 0.48126, -9.19241], [6.99328, 1.25642, -10.16815], [7.74528, 2.39687, -9.52012], [8.45576, 3.13669, -10.63192], [8.87169, 1.90189, -8.61023], [10.04606, 2.90966, -7.97481], [8.98526, 0.60694, -8.20204], [1.28327, 1.98737, -6.85340], [1.21765, 3.25741, -7.26046], [-2.93862, 2.87340, 7.78085], [-3.40295, 4.68984, 8.12236], [-4.19877, 3.70301, 6.62029], [-1.27482, 6.11019, 5.44923], [-2.34328, 6.33380, 6.98701], [-4.55681, 6.20597, 5.81133], [-3.39366, 7.09980, 4.50352], [-3.70528, 3.85021, 4.24028], [-5.12997, 5.02220, 3.68648], [-3.58578, 6.38084, 2.16660], [-2.03220, 5.36656, 2.66380], [-4.71766, 3.97505, 1.27003], [-3.02768, 3.13661, 1.65912], [-1.84017, 4.16310, -0.28277], [-2.90890, 5.75154, -0.26745], [-4.87262, 3.48492, -1.04020], [-4.15916, 4.89525, -2.08770], [-1.98171, 2.56330, -1.77851], [-3.62108, 1.94560, -2.49189], [-3.66187, 4.22554, -4.13947], [-1.89732, 4.57054, -3.56165], [-2.36931, 3.07575, -6.02213], [-2.66631, 1.62247, -4.72093], [0.03984, 3.54818, -4.75917], [-0.40333, 2.08468, -3.56228], [-0.58768, -0.43171, -4.60263], [3.03779, -1.25491, -7.78191], [4.50634, 1.91090, -7.51254], [3.35795, 2.78748, -8.72415], [3.77627, -0.20415, -9.74471], [4.23771, 1.43944, -10.54602], [6.05234, -0.69295, -9.34034], [6.22804, 0.70120, -8.08379], [7.74123, 0.51058, -10.69082], [6.34377, 1.73460, -11.04814], [7.99691, 2.99570, -11.69873], [9.60899, 2.84390, -10.73031], [8.43033, 4.30089, -10.40592], [10.40579, 3.72734, -8.72976], [10.99224, 2.21407, -7.77253], [9.73828, 3.35517, -6.93690], [-3.46384, 0.83985, 5.38728], [-3.12706, -0.62353, 5.11091], [-2.44050, -1.29754, 6.21733], [-1.88543, -2.60287, 5.84452], [-2.86873, -3.70163, 5.45068], [-3.11194, -1.25622, 7.51834], [-4.51734, -1.84272, 7.60733], [-2.56763, 1.40874, 5.65509], [-3.89495, 1.29632, 4.48997], [-4.19910, 0.94649, 6.19044], [-2.47282, -0.63591, 4.23054], [-4.04678, -1.14839, 4.82731], [-1.24987, -2.97411, 6.65789], [-1.19694, -2.44910, 5.00315], [-3.37481, -4.12065, 6.32230], [-2.32541, -4.52567, 4.97435], [-3.62042, -3.35502, 4.73758], [-3.15761, -0.21209, 7.84891], [-2.47895, -1.74509, 8.27182], [-5.14877, -1.55316, 6.76413], [-5.00724, -1.48236, 8.51745], [-4.49579, -2.93139, 7.66934], [-0.02275, -6.19257, 6.55955], [0.86117, -6.89969, 5.53487], [0.50260, -8.30249, 5.30379], [1.51161, -9.03855, 4.53495], [1.75924, -8.60055, 3.09408], [-0.88568, -8.56133, 4.91543], [-1.40352, -7.88470, 3.65009], [-0.02522, -6.72595, 7.51561], [0.35684, -5.18141, 6.74078], [-1.05520, -6.09369, 6.21125], [1.88719, -6.85725, 5.92051], [0.85063, -6.32191, 4.60329], [1.26552, -10.10754, 4.54066], [2.46437, -8.97075, 5.07644], [0.95673, -8.92717, 2.43022], [2.68225, -9.06178, 2.72470], [1.87827, -7.51859, 2.99986], [-1.53605, -8.26893, 5.74794], [-1.04351, -9.64491, 4.82404], [-1.10303, -6.83670, 3.57973], [-2.49785, -7.90888, 3.64391], [-1.07038, -8.40425, 2.75088]]}



{"formula": "C37H72F18N14O39S18", "method": "wB97M-V/def2-TZVPD", "charge": -4, "e_lumo_ev": 1.86, "max_force_ev_per_a": 5.199, "gap_ev": 6.3, "species": ["C", "C", "C", "C", "C", "C", "N", "O", "C", "C", "C", "H", "H", "H", "H", "H", "H", "H", "H", "H", "H", "H", "H", "H", "H", "H", "H", "H", "H", "C", "C", "N", "C", "C", "C", "C", "C", "O", "C", "H", "H", "H", "H", "H", "H", "H", "H", "H", "H", "H", "H", "H", "H", "H", "H", "H", "H", "H", "H", "C", "C", "N", "C", "C", "C", "C", "C", "O", "C", "H", "H", "H", "H", "H", "H", "H", "H", "H", "H", "H", "H", "H", "H", "H", "H", "H", "H", "H", "H", "C", "N", "C", "C", "C", "C", "C", "C", "C", "C", "N", "C", "C", "C", "H", "H", "H", "H", "H", "H", "H", "H", "H", "H", "H", "H", "H", "H", "N", "S", "O", "O", "F", "S", "O", "O", "F", "N", "S", "O", "O", "F", "S", "O", "O", "F", "N", "S", "O", "O", "F", "S", "O", "O", "F", "N", "S", "O", "O", "F", "S", "O", "O", "F", "N", "S", "O", "O", "F", "S", "O", "O", "F", "N", "S", "O", "O", "F", "S", "O", "O", "F", "N", "S", "O", "O", "F", "S", "O", "O", "F", "N", "S", "O", "O", "F", "S", "O", "O", "F", "N", "S", "O", "O", "F", "S", "O", "O", "F"], "xyz": [[5.81487, 5.28054, -0.92242], [4.97542, 4.47973, 0.05411], [4.03972, 3.45657, -0.57757], [3.42780, 2.62838, 0.55151], [4.56921, 1.80658, 1.15711], [5.57335, 2.73967, 1.99359], [5.91166, 3.91774, 1.10226], [6.97217, 4.36207, 1.25276], [6.86192, 2.03047, 2.49005], [4.99172, 3.40748, 3.19271], [4.24854, 5.60656, 0.71939], [5.14010, 5.66360, -1.72317], [6.59298, 4.76307, -1.49257], [6.24954, 6.20660, -0.48255], [4.59581, 2.75249, -1.17311], [3.34848, 4.01110, -1.25291], [2.60440, 2.01110, 0.14025], [2.91285, 3.32880, 1.21003], [5.20455, 1.37099, 0.37865], [4.30760, 0.92964, 1.73438], [7.58593, 2.67387, 2.99711], [7.29924, 1.50784, 1.60577], [6.63855, 1.27962, 3.23551], [5.66989, 3.98885, 3.82132], [4.54777, 2.61574, 3.79923], [4.12675, 4.09541, 2.89043], [4.90919, 6.45500, 1.01311], [3.76589, 5.33611, 1.64351], [3.40988, 6.07700, 0.13930], [-5.65193, 3.18563, -4.02997], [-6.45657, 2.01856, -4.51120], [-5.94727, 1.49134, -5.91226], [-6.87794, 2.04823, -6.91903], [-4.51574, 1.69476, -6.23199], [-3.56833, 0.85266, -5.39720], [-6.22370, -0.03320, -5.93381], [-7.65198, -0.40363, -5.66129], [-7.58441, -1.37179, -4.59079], [-8.81145, -1.33625, -3.84520], [-5.63948, 3.97058, -4.78956], [-4.61162, 2.91153, -3.76528], [-6.11084, 3.53069, -3.12422], [-7.53333, 2.30070, -4.46716], [-6.32546, 1.13535, -3.91440], [-6.55229, 3.10649, -7.01390], [-7.94983, 1.93675, -6.60060], [-6.67002, 1.49927, -7.80167], [-4.31350, 2.71311, -5.94408], [-4.36923, 1.59634, -7.33372], [-3.86607, 0.78000, -4.31322], [-2.59344, 1.40890, -5.46788], [-3.33186, -0.12570, -5.87197], [-5.62784, -0.51120, -5.16233], [-5.93420, -0.31427, -6.93527], [-7.99990, -0.91374, -6.55056], [-8.35312, 0.44540, -5.46583], [-9.12466, -0.33292, -3.63307], [-8.57859, -1.87762, -2.95386], [-9.56464, -1.83248, -4.45016], [1.64194, -0.96844, 2.07997], [0.77020, -0.52397, 3.23329], [0.08043, 0.81686, 3.07706], [1.02207, 1.96080, 3.43458], [-0.37766, 0.99894, 1.66863], [-1.25378, -0.14601, 1.22498], [-1.11930, 0.98913, 4.02512], [-0.80688, 0.60013, 5.52545], [-1.63372, 1.35229, 6.39242], [-1.29147, 1.26305, 7.79253], [1.12473, -1.31794, 1.23615], [2.27501, -1.76596, 2.43870], [2.37247, -0.29053, 1.76917], [1.34001, -0.36544, 4.21031], [-0.02098, -1.25831, 3.28689], [0.92280, 2.20325, 4.48325], [0.73114, 2.78394, 2.83582], [2.03929, 1.65116, 3.15652], [0.53717, 1.08854, 1.00953], [-0.72593, 1.99370, 1.73312], [-0.69328, -1.01745, 1.14742], [-1.63740, 0.18323, 0.29092], [-2.17209, -0.39973, 1.84690], [-1.94733, 0.37908, 3.69099], [-1.35045, 2.10757, 4.04783], [0.19261, 0.93101, 5.69275], [-1.12543, -0.44453, 5.58434], [-2.03088, 1.85167, 8.32985], [-0.23866, 1.61468, 7.90262], [-1.42628, 0.19439, 8.07180], [7.36083, -2.58836, -0.00461], [6.13281, -3.38492, 0.05933], [6.31436, -4.73898, -0.00112], [5.22730, -5.54695, 0.00125], [3.96746, -4.98092, 0.28108], [3.80164, -3.62627, 0.39233], [4.93161, -2.80424, 0.34623], [2.70416, -5.76052, 0.39964], [2.27541, -6.35585, 1.58215], [1.08450, -7.06727, 1.63238], [0.39219, -7.18952, 0.47713], [0.75177, -6.54946, -0.67686], [1.94921, -5.84922, -0.70978], [-0.67424, -8.10757, 0.33156], [7.91622, -2.89419, -0.90344], [7.93221, -2.72540, 0.90979], [7.05301, -1.56506, -0.08640], [7.34842, -5.00106, 0.10448], [5.28023, -6.60747, -0.25677], [2.87324, -3.14280, 0.60759], [4.93793, -1.71211, 0.40185], [2.86034, -6.14013, 2.42414], [0.71545, -7.58795, 2.51439], [0.18222, -6.66397, -1.58151], [2.25775, -5.46239, -1.66764], [-1.66611, -7.56835, 0.36388], [-0.58344, -8.81988, 1.09831], [-0.51314, -8.68147, -0.59157], [-0.78469, -4.01412, 0.77970], [-0.41341, -4.11648, 2.27160], [-1.21392, -3.38523, 3.20697], [1.00204, -3.92705, 2.42022], [-0.65845, -5.68745, 2.74736], [-2.24253, -4.00018, 0.23602], [-2.33074, -4.51574, -1.02443], [-2.86119, -2.74722, 0.44087], [-3.06607, -5.05975, 1.11208], [6.97632, -1.38729, -2.86225], [7.97819, -0.13927, -2.78762], [9.16961, -0.35833, -2.03287], [7.40266, 1.18529, -2.82213], [8.62909, -0.24463, -4.32300], [5.46077, -1.19045, -2.59059], [5.10485, -0.23919, -1.58921], [4.81138, -2.47050, -2.47841], [5.00084, -0.60506, -3.97770], [-8.05668, 10.33541, 9.50704], [-9.32665, 11.04874, 9.00758], [-10.54748, 10.26306, 8.99205], [-8.87215, 11.88582, 7.90462], [-9.51496, 12.17324, 10.21465], [-8.19858, 9.00883, 10.40069], [-8.82659, 9.15917, 11.65564], [-6.97630, 8.25134, 10.36984], [-9.34864, 8.26983, 9.60539], [3.81079, -9.31420, -0.44668], [2.81105, -10.06226, -1.37930], [1.66701, -9.18709, -1.48008], [2.67461, -11.49017, -1.29234], [3.43982, -9.91570, -2.84015], [5.27018, -9.82047, -0.08736], [5.28043, -10.89616, 0.84999], [6.09032, -8.65653, 0.12429], [5.70004, -10.44050, -1.46648], [5.97886, -3.63997, 4.82890], [6.72843, -2.52868, 4.04679], [7.06910, -1.45940, 4.95472], [6.11603, -2.07829, 2.74684], [8.03553, -3.23214, 3.68447], [5.18373, -4.79253, 4.11631], [4.38405, -4.49256, 2.94102], [4.68020, -5.69003, 5.09077], [6.31611, -5.63247, 3.30317], [5.01433, 1.57575, 6.92663], [6.19639, 2.64098, 7.10763], [6.14464, 3.58261, 6.05793], [7.33814, 2.04489, 7.61593], [5.79579, 3.58240, 8.33765], [3.60193, 1.86751, 6.42690], [3.15978, 1.12644, 5.26882], [3.04788, 3.20649, 6.58626], [2.69257, 1.10361, 7.57609], [-4.82050, -1.24566, -10.48717], [-5.99141, -2.08781, -9.99928], [-7.25155, -1.63301, -10.42994], [-5.90365, -2.61979, -8.71699], [-5.85174, -3.43487, -10.85396], [-3.53286, -0.67423, -9.87760], [-3.73652, 0.38345, -8.91330], [-2.57094, -0.43113, -10.85738], [-3.01222, -1.79765, -8.89490], [0.33885, 6.05118, -0.46401], [0.81644, 6.50903, -1.86228], [1.96646, 5.79925, -2.34860], [0.88032, 7.92803, -1.86704], [-0.41355, 6.13628, -2.80541], [-0.10273, 4.55456, -0.07973], [0.60478, 4.11940, 1.12501], [-0.10080, 3.74545, -1.23733], [-1.60825, 4.82278, 0.42514], [-12.76295, 2.02634, -5.73109], [-11.41817, 1.71709, -4.86498], [-10.75938, 0.54600, -5.29162], [-11.67842, 1.82149, -3.48623], [-10.41465, 2.92870, -5.29625], [-12.77721, 1.96499, -7.31964], [-14.13044, 2.06573, -7.72954], [-12.06659, 0.86516, -7.85590], [-12.19497, 3.34594, -7.83587]]}